[1]
DFT (the ωB97M-V functional and the def2-TZVPD basis) results for a molecular structure, C59H78F5Ge2NOP2S2Ti.

Calculated values
HOMO level = -7.0356 eV
charge = 0
maximum force = 0.0570 Eh/bohr
energy relative to the best compared isomer or geometry (same formula, charge and spin) = 79.8 kJ/mol
DFT total energy = -255967.3569 eV

The geometry in XYZ format:
```
151
Properties=species:S:1:pos:R:3:forces:R:3:lowdin_charge:R:1
Ti -0.468283 0.239966 0.001542 -0.9457 -1.5184 -0.2948 0.70
C 1.932517 -1.368134 5.245742 0.1223 -0.0130 -0.1299 -0.12
C 3.009617 -0.555034 4.528742 -0.2136 0.1169 -0.1508 -0.54
C 3.580917 0.493166 5.476642 0.0410 -0.0773 -0.1772 -0.12
P 2.188917 0.244866 3.030942 1.2809 -0.3425 0.3226 1.16
C 3.608717 1.181566 2.220042 -0.4236 -0.0267 0.0222 -0.51
C 2.900417 2.293666 1.452842 0.0824 -0.0918 0.1740 -0.14
C 4.522217 0.403366 1.293042 -0.1246 0.0826 0.2442 -0.12
C 1.953817 -1.313034 2.070242 -0.3711 0.3388 0.0145 -0.28
C 2.874717 -2.351634 1.975442 -0.1818 0.1051 -0.0544 -0.06
C 2.492117 -3.619534 1.564742 -0.0672 0.0217 0.0185 -0.26
C 3.489317 -4.731834 1.459942 -0.0285 -0.0112 0.0494 -0.04
C 1.145717 -3.856734 1.310942 -0.0531 0.1646 0.1322 -0.03
C 0.220417 -2.832234 1.355642 -0.1243 0.0884 0.2261 -0.07
C 0.617517 -1.538234 1.690042 0.9394 -0.6112 0.0872 -0.35
N -0.280683 -0.439034 1.707242 -0.1895 -0.2995 0.2411 -0.17
C -1.053583 -0.230934 2.829342 -0.9046 0.4916 1.5608 -0.32
C -1.360483 -1.265334 3.729742 0.2214 0.0514 -0.4656 -0.01
C -2.149983 -1.047134 4.839642 -0.0485 0.2244 -0.0225 -0.02
C -2.665983 0.213666 5.116742 -0.0242 0.0957 0.0208 -0.27
C -3.503083 0.481766 6.333142 -0.0165 0.0152 -0.0425 -0.05
C -2.354383 1.249666 4.247242 0.0076 -0.3877 -0.0364 -0.08
C -1.558883 1.057566 3.125642 0.3348 -0.2283 -0.4127 -0.32
P -0.986883 2.452966 2.087742 -0.6997 0.3295 1.0460 1.16
C -2.565283 3.492866 1.910542 0.1927 -0.2324 -0.2251 -0.53
C -3.834083 2.694666 1.642142 0.1461 -0.0361 0.0964 -0.11
C -2.337783 4.505166 0.787742 0.0249 -0.0239 0.1239 -0.12
C -0.083883 3.531766 3.411842 0.4057 -0.0634 -0.3421 -0.50
C -0.734083 4.839866 3.860442 0.0459 -0.0946 -0.2551 -0.12
C 0.314717 2.752666 4.661642 0.1059 -0.1302 -0.1035 -0.14
H 2.351517 -1.893034 6.102242 0.0500 -0.0605 0.1231 0.08
H 1.481817 -2.104134 4.582942 -0.0558 -0.1136 -0.0257 0.06
H 1.139817 -0.710834 5.600942 -0.1163 0.0639 0.0544 0.07
H 3.817417 -1.222634 4.212142 -0.0461 0.0510 -0.0344 0.10
H 2.826017 1.229766 5.744642 -0.0992 0.1178 0.0619 0.06
H 4.429417 1.013766 5.039842 0.0792 0.0874 0.0172 0.06
H 3.920817 0.010966 6.391342 0.0497 -0.0135 0.1380 0.08
H 4.199817 1.629666 3.025642 -0.0991 -0.0765 0.0052 0.09
H 2.107317 1.854766 0.835442 0.1210 0.2236 0.0153 0.03
H 3.588917 2.836566 0.808342 0.0048 0.0398 -0.1246 0.08
H 2.443017 2.993566 2.148442 -0.0680 0.0733 -0.0277 0.05
H 3.940517 -0.077534 0.509042 0.0490 -0.0809 -0.0830 0.03
H 5.094217 -0.345734 1.831442 0.1021 -0.2160 -0.0030 0.07
H 5.226517 1.088866 0.822342 0.0912 0.0309 -0.1126 0.09
H 3.903917 -2.186834 2.254742 0.1377 0.0453 0.0245 0.10
H 4.463617 -4.352834 1.162842 0.1168 -0.0130 -0.0319 0.07
H 3.158917 -5.463234 0.727542 0.0426 -0.1031 -0.0611 0.08
H 3.599917 -5.237834 2.419442 0.0401 -0.0581 0.0491 0.09
H 0.817217 -4.855734 1.074942 -0.0308 -0.1220 -0.1360 0.11
H -0.823483 -3.033234 1.161842 0.0577 0.0299 -0.1014 0.09
H -0.971683 -2.254734 3.537842 0.0084 -0.0645 0.0242 0.11
H -2.375683 -1.870634 5.503442 0.0198 -0.0738 0.0466 0.11
H -3.629383 -0.417734 6.931042 -0.0240 -0.0272 0.0544 0.07
H -4.490183 0.847066 6.048842 -0.0601 0.0104 0.0569 0.08
H -3.031083 1.244966 6.953342 -0.0469 0.0071 0.0853 0.08
H -2.733883 2.240066 4.463142 -0.0311 0.1277 0.0189 0.12
H -2.716383 4.026766 2.850642 0.0852 -0.0750 -0.0818 0.08
H -4.702183 3.344666 1.757242 -0.0719 0.0504 -0.0363 0.09
H -3.845483 2.296566 0.631442 -0.0461 -0.0617 -0.0843 0.04
H -3.932183 1.866066 2.340042 -0.1226 -0.0558 -0.0599 0.06
H -2.043883 3.985066 -0.122258 -0.0100 -0.0159 -0.0893 0.03
H -1.545283 5.209666 1.027442 0.1119 0.1012 -0.0316 0.06
H -3.246783 5.073166 0.591542 -0.0750 0.0781 -0.0178 0.09
H 0.834917 3.813966 2.885042 -0.1115 -0.0506 0.0846 0.07
H -1.605983 4.669966 4.487942 -0.1255 -0.0138 0.0537 0.07
H -1.010683 5.477566 3.026442 -0.0951 0.1318 -0.0019 0.06
H -0.008483 5.386266 4.462242 0.0522 0.0330 0.0564 0.08
H -0.540783 2.596466 5.312642 -0.0783 0.0189 0.1127 0.07
H 1.059717 3.322066 5.217842 0.0787 0.0778 0.0414 0.08
H 0.734717 1.779766 4.414442 -0.0565 0.0802 0.0962 0.00
C -6.433783 0.202566 -3.769858 -0.0709 0.0588 -0.0389 -0.04
C -5.037983 0.679166 -3.527958 0.1448 -0.0568 -0.0736 -0.26
C -3.972683 0.179666 -4.267758 -0.0823 0.0464 0.0848 -0.01
C -2.671883 0.569266 -3.993858 0.2724 0.0566 0.0551 -0.05
C -2.435983 1.469166 -2.969858 0.1681 -0.2176 -0.1708 -0.37
C -3.493083 2.034066 -2.273258 0.0772 0.1918 0.0642 -0.09
C -4.785683 1.638266 -2.551058 0.2605 0.0340 0.0038 -0.03
S -0.732883 1.785666 -2.478058 -1.5968 1.3708 -2.0389 0.99
C -0.781483 3.534566 -3.023258 0.3536 -0.4158 0.2778 -0.15
O -0.829383 1.881066 -0.962558 -0.1845 0.9879 0.8875 -0.69
H -6.433583 -0.696434 -4.378958 -0.0795 -0.0771 -0.0385 0.08
H -7.007183 0.970866 -4.287158 -0.1033 0.0154 -0.0613 0.09
H -6.937983 -0.005134 -2.827558 -0.0480 -0.0548 0.0282 0.08
H -4.156783 -0.550234 -5.042158 0.0125 -0.0800 -0.0777 0.12
H -1.843083 0.165066 -4.552858 0.1284 -0.1595 -0.0400 0.11
H -3.300083 2.761766 -1.499058 -0.0219 0.0202 0.1404 0.09
H -5.602383 2.051266 -1.979458 -0.1312 0.0671 0.0818 0.12
H -1.561683 4.059166 -2.483158 -0.1695 -0.0490 0.0606 0.06
H -0.995083 3.500566 -4.085858 -0.0555 -0.0299 -0.1400 0.07
H 0.181317 4.001966 -2.853458 0.1704 -0.0556 0.0516 0.04
C 2.758417 -3.682234 -2.035258 0.0335 0.5022 0.0544 -0.24
Ge 3.467617 -1.808834 -2.113758 0.1826 -0.6750 0.2200 0.79
C 4.282817 -1.644434 -3.949158 -0.3611 0.2533 0.4745 -0.22
C 5.143017 -1.924834 -1.004058 -0.5334 0.1771 -0.2509 -0.25
Ge 1.617017 -0.067634 -1.625358 1.8656 -0.1822 -1.3605 0.77
C 2.756617 1.627266 -1.767258 -0.3847 -0.2107 0.3866 -0.37
C 4.038817 1.577466 -2.301458 -0.0848 -0.2376 0.0701 -0.12
C 4.741017 2.724566 -2.621158 0.1555 0.0557 -0.0798 -0.07
C 4.169817 3.968966 -2.415758 0.0876 0.1438 -0.0119 -0.09
C 2.912217 4.048266 -1.844258 -0.0778 0.2239 -0.0217 -0.10
C 2.224917 2.889466 -1.520858 -0.2082 0.0055 0.0522 -0.20
C 1.303017 -0.023634 -3.640458 -0.0367 -0.2700 0.1315 -0.42
C 1.397617 1.145766 -4.392258 0.2185 -0.0003 -0.0718 -0.18
C 1.274117 1.140466 -5.770958 -0.0099 0.1337 -0.0573 -0.09
C 1.059917 -0.048534 -6.444858 -0.0580 -0.0874 -0.1146 -0.10
C 0.977717 -1.225434 -5.720658 -0.0157 -0.0056 -0.2516 -0.09
C 1.098917 -1.206134 -4.343058 -0.0001 0.0008 0.1098 -0.20
H 3.513817 -4.338534 -1.614358 0.2488 -0.0721 0.0503 0.01
H 2.515217 -4.044234 -3.029458 -0.0649 -0.0037 -0.2078 0.01
H 1.866817 -3.743434 -1.420758 -0.1369 0.0365 0.0737 -0.04
H 4.457017 -2.639434 -4.345158 -0.0198 -0.2593 0.0256 0.02
H 5.240117 -1.136734 -3.893558 0.1928 0.1165 0.0966 0.01
H 3.650517 -1.107334 -4.644558 -0.0839 0.1022 -0.1190 0.00
H 5.822217 -2.595634 -1.522958 0.0367 -0.1517 -0.1694 0.02
H 4.943817 -2.336534 -0.022858 -0.0766 -0.0321 0.2485 -0.02
H 5.640617 -0.968434 -0.888958 0.0692 0.1886 0.0296 0.00
H 4.487617 0.611866 -2.480958 0.1672 -0.0309 -0.1126 0.05
H 5.732717 2.650566 -3.045058 0.0772 -0.0184 -0.0352 0.10
H 4.706017 4.867266 -2.690158 0.0273 0.0401 0.0247 0.10
H 2.466417 5.018466 -1.651858 -0.0003 0.0028 0.0159 0.10
H 1.254417 2.976866 -1.038158 0.1058 0.0657 -0.0037 0.07
H 1.608417 2.088466 -3.902358 0.0246 0.0653 -0.0264 0.08
H 1.356517 2.066566 -6.321858 0.0329 0.1136 -0.0577 0.10
H 0.969517 -0.054634 -7.521758 -0.0112 -0.0315 -0.0772 0.10
H 0.826017 -2.161534 -6.238758 -0.0340 -0.1212 -0.0114 0.11
H 1.042517 -2.137034 -3.796858 -0.0223 -0.0833 0.0045 0.05
F -2.749283 -6.710934 -4.624858 0.1757 0.3497 0.1734 0.11
C -2.236483 -5.673934 -3.940758 0.0067 0.1464 0.1206 -0.13
C -2.190483 -4.398534 -4.494358 -0.1152 -0.2132 -0.1606 -0.14
F -2.663283 -4.190234 -5.737158 0.0978 -0.0871 0.2666 0.10
C -1.673983 -3.339734 -3.769058 0.0984 0.0654 0.3408 -0.22
F -1.677283 -2.126634 -4.352258 -0.1365 -0.3973 0.0449 0.06
C -1.169383 -3.477634 -2.463658 -0.6097 -0.4233 -0.3185 -0.48
S -0.438383 -2.161734 -1.615458 0.7085 0.4256 0.0901 0.70
C -1.245883 -4.780334 -1.936558 0.0253 0.4323 -0.0824 -0.22
F -0.812983 -5.015234 -0.684958 -0.0813 -0.0172 -0.1884 0.07
C -1.761583 -5.849534 -2.644558 -0.1137 -0.2185 -0.2139 -0.14
F -1.817483 -7.069334 -2.085358 0.0334 0.2361 -0.0907 0.11
C -3.418283 -2.656634 0.001042 0.1764 0.1615 0.2990 -0.08
C -3.420783 -1.230834 0.553342 0.0521 -0.1564 0.0494 -0.45
C -4.867383 -0.709934 0.496142 0.3466 -0.0369 0.1459 -0.07
C -2.518883 -0.280334 -0.247358 -0.2164 0.0556 -0.2126 -0.22
H -4.032683 -3.305934 0.621142 -0.1424 -0.0755 0.0685 0.08
H -2.415083 -3.068234 -0.026658 0.0306 -0.0649 -0.1033 0.02
H -3.822583 -2.669434 -1.011658 0.0173 -0.0072 -0.1374 0.09
H -3.110283 -1.255834 1.608742 -0.0835 -0.0100 -0.1780 0.11
H -5.165683 -0.569634 -0.542758 -0.0597 0.0134 -0.1249 0.07
H -4.966583 0.239566 1.016542 -0.0579 0.1117 0.0088 0.06
H -5.548183 -1.423234 0.955842 -0.1189 -0.0800 0.0634 0.08
H -2.938183 0.728866 -0.117258 0.2453 0.0155 0.0573 0.03
H -2.632383 -0.535734 -1.313858 0.0087 0.2451 0.2549 0.04
```
Forces are in eV/Å.

=====

[2]
DFT (the ωB97M-V functional and the def2-TZVPD basis) results for 2 unconnected molecules or ions with the total composition C11H14N2O4.

Calculated values
HOMO level = -8.6874 eV
charge = 0
maximum force = 0.1910 Eh/bohr
energy relative to the best compared isomer or geometry (same formula, charge and spin) = 1004.9 kJ/mol
SMILES string = O=C1OC[C@H](c2ccncc2)O1.CNC(C)=O
DFT total energy = -22794.8123 eV

The geometry in XYZ format:
```
31
Properties=species:S:1:pos:R:3:forces:R:3:lowdin_charge:R:1
O -1.164232 -2.955556 3.800393 -0.1799 0.1313 -9.8196 0.05
C -1.131273 -2.917567 2.462465 0.5051 -0.4209 3.7366 -0.23
O -0.181117 -3.634636 1.561643 -2.3377 3.6589 2.1471 -0.06
C 0.218073 -2.517766 0.643017 1.3485 -0.8340 -0.4542 -0.09
C -0.986181 -1.359107 0.670699 0.2394 -1.2314 1.8642 -0.18
C -0.651739 -0.060973 1.616461 2.0470 3.6481 1.6748 -0.05
C -1.771857 0.796532 2.495199 4.6234 0.6592 -0.3790 0.02
C -1.201159 2.037026 3.400652 1.1488 -1.8861 -1.6003 -0.11
N 0.220287 2.501833 3.545645 -1.7337 -4.7675 -3.9412 -0.03
C 1.211306 1.740571 2.711910 -2.1644 -1.5382 -0.5640 -0.10
C 0.932413 0.464016 1.723879 -3.8203 1.9060 2.5268 0.01
O -1.959412 -2.138015 1.495932 1.9036 -0.5716 2.2230 -0.08
H 1.263342 -2.232670 1.093194 -2.1572 0.0888 -1.2823 0.14
H 0.354934 -3.059468 -0.387424 -0.3368 1.4289 1.8543 0.14
H -1.480592 -1.212681 -0.381474 1.0842 0.0602 2.2364 0.17
H -2.907567 0.517255 2.449002 2.5296 0.6245 0.2119 0.10
H -2.019229 2.634250 4.033722 2.1954 -1.4125 -1.5203 0.10
H 2.349913 2.092109 2.793101 -2.9171 -0.7300 -0.0759 0.10
H 1.791669 -0.051406 1.117052 -1.9901 1.3118 1.4426 0.08
C 0.996185 2.118698 -2.418639 0.1025 0.2149 0.1452 0.00
C 1.046298 0.653253 -2.086403 0.1937 -0.5685 0.3950 -0.52
O 1.514244 0.239903 -1.027698 -0.1437 0.0986 -0.6302 0.00
N 0.552940 -0.231414 -2.999241 0.2196 0.3525 0.6090 0.00
C -0.033676 0.044313 -4.288953 -0.0499 -0.4582 -0.0420 -0.08
H 1.426222 2.693530 -1.592996 -0.1044 -0.2799 -0.1399 0.09
H 1.581253 2.319438 -3.319902 -0.1966 0.0619 -0.0105 0.09
H -0.040264 2.436926 -2.557374 0.1234 0.0418 -0.1490 0.09
H 0.623575 -1.197176 -2.700047 0.0180 0.2362 -0.1265 0.14
H -1.049960 -0.357749 -4.291572 -0.0093 0.1782 -0.2858 0.08
H 0.557968 -0.474241 -5.047767 -0.1896 0.1908 -0.1853 0.09
H -0.062367 1.110774 -4.514473 0.0484 -0.1941 0.1390 0.08
```
Forces are in eV/Å.

=====

- Which of these has the lowest energy relative to the best compared isomer or geometry (same formula, charge and spin)?
  C59H78F5Ge2NOP2S2Ti

=====

- Which of these has the highest HOMO level?
  C59H78F5Ge2NOP2S2Ti